# 1
{"formula": "C3H9N2S", "method": "wB97M-V/def2-TZVPD", "species": ["H", "N", "C", "C", "N", "S", "C", "H", "H", "H", "H", "H", "H", "H", "H"], "coordinates": [[1.7037, -2.3107, -0.7474], [1.2893, -1.5754, -0.1309], [1.2992, -0.3615, -0.4905], [0.3088, 0.6378, 0.3181], [0.4734, 2.0853, -0.0060], [-1.4381, 0.2769, -0.2179], [-1.8234, -1.3654, 0.3892], [1.5596, -0.0061, -1.4564], [0.5194, 0.4638, 1.3013], [1.1664, 2.3370, -0.8375], [0.9810, 2.6210, 0.7400], [-0.4843, 2.2833, -0.0692], [-2.7258, -1.6069, -0.1471], [-1.8820, -1.6626, 1.4825], [-0.9474, -1.8167, -0.1282]], "atomic_forces_ev_per_a": [[-0.1, 1.3, 0.4], [0.4, 0.4, 0.1], [-2.5, -0.5, 0.9], [1.3, -2.7, -3.3], [4.9, 0.2, -0.5], [0.1, 1.4, 0.7], [1.7, -0.7, 0.1], [0.8, 0.5, -1.0], [0.0, -0.2, 2.8], [-2.5, -1.0, 1.3], [-1.2, -0.6, -0.2], [-1.9, 2.1, -0.7], [-0.3, -0.2, -0.1], [0.2, 1.0, -1.3], [-0.9, -1.0, 0.8]], "relative_energy_kcal_mol": 64.0, "smiles": "[H]/N=C/[C@@H]([NH3+])SC", "max_force_ev_per_a": 4.93, "homo_energy_ev": -13.2, "homo_lumo_gap_ev": 9.22, "total_charge": 1}

---

# 2
{"formula": "C17H21BaN4O2S7", "method": "wB97M-V/def2-TZVPD", "species": ["Ba", "O", "C", "C", "C", "C", "C", "C", "C", "N", "C", "C", "N", "H", "H", "H", "H", "H", "H", "H", "S", "C", "S", "C", "C", "S", "S", "S", "C", "C", "S", "O", "C", "C", "H", "H", "H", "H", "H", "H", "H", "H", "H", "H", "N", "C", "N", "S", "H", "H", "H", "H"], "coordinates": [[-0.0383, 0.9261, -0.1486], [-0.5636, 0.0114, 1.6681], [-1.3240, -0.5141, 2.5524], [-1.0482, -0.3664, 3.9343], [-1.8698, -0.8706, 4.9079], [-3.0097, -1.5907, 4.5615], [-3.2929, -1.7919, 3.2284], [-2.4901, -1.2725, 2.2068], [-2.8612, -1.4322, 0.8157], [-2.1603, -1.0967, -0.2562], [-2.9254, -1.3927, -1.3389], [-4.1111, -1.9313, -0.9417], [-4.0581, -1.9654, 0.4267], [-0.1549, 0.1867, 4.1907], [-1.6346, -0.7040, 5.9496], [-3.6649, -1.9778, 5.3286], [-4.1725, -2.3676, 2.9715], [-2.5788, -1.1842, -2.3329], [-4.9623, -2.2826, -1.4914], [-4.7958, -2.2616, 1.0433], [-2.2797, 8.1567, -0.7305], [-1.8187, 6.5898, -0.9248], [-2.9188, 5.2482, -0.9393], [-1.7322, 3.9676, -1.2366], [-0.4405, 4.3793, -1.3352], [0.9483, 3.3962, -1.5204], [-0.1661, 6.1166, -1.1502], [-2.3406, 2.3716, -1.3210], [5.7603, 1.9037, -1.0162], [4.7733, 0.7616, -0.8486], [3.0384, 1.3366, -1.1921], [2.2039, 0.2967, -0.5450], [2.9808, 0.8971, -2.9780], [3.0649, -0.5965, -3.2055], [6.7774, 1.5540, -0.8375], [5.5490, 2.7053, -0.3116], [5.7160, 2.3210, -2.0206], [4.7456, 0.4164, 0.1844], [5.0099, -0.0767, -1.4987], [3.7763, 1.4587, -3.4620], [2.0209, 1.2925, -3.3050], [4.0937, -0.9500, -3.1700], [2.6445, -0.8676, -4.1712], [2.4903, -1.1077, -2.4319], [-1.1924, -4.2134, 0.2271], [-0.0050, -3.5892, 0.0149], [0.4710, -2.8240, 1.0173], [0.8892, -3.9321, -1.3307], [-1.8475, -3.8055, 0.8767], [-1.5781, -4.7041, -0.5623], [-0.1773, -2.3868, 1.6564], [1.2615, -2.2403, 0.7906]], "atomic_forces_ev_per_a": [[-1.3, 1.7, -3.3], [-0.5, -1.6, 3.7], [-1.1, -0.6, 1.1], [0.2, 0.1, -0.3], [-0.1, -0.1, 0.0], [-0.1, -0.1, 0.1], [0.1, 0.0, -0.1], [0.5, 0.3, 0.5], [-0.2, 0.0, -0.6], [0.2, 0.2, 0.5], [-0.3, -0.2, -0.2], [0.0, -0.1, -0.3], [0.1, 0.0, 0.3], [0.0, 0.1, 0.0], [0.0, 0.0, 0.1], [0.0, -0.1, 0.0], [-0.1, -0.1, 0.0], [0.0, 0.0, -0.2], [-0.1, 0.0, -0.1], [0.1, 0.1, -0.1], [-0.2, 0.5, 0.1], [0.2, -0.5, -0.1], [0.8, 0.2, -0.1], [0.2, 0.8, 0.1], [-0.8, 0.5, 0.2], [1.1, 0.4, -0.4], [-0.7, -0.3, 0.0], [-1.0, -0.5, -0.3], [0.0, 0.0, 0.0], [-0.4, 0.4, -0.2], [2.5, 0.4, -1.2], [0.8, -1.6, 0.5], [-0.1, 0.1, 0.3], [0.1, -0.1, 0.2], [0.0, 0.0, 0.0], [0.0, 0.1, 0.0], [0.0, 0.1, -0.1], [-0.1, 0.0, 0.0], [-0.1, -0.1, 0.1], [0.0, 0.2, -0.1], [0.0, 0.2, 0.0], [0.0, -0.1, 0.0], [0.0, 0.0, -0.1], [0.0, -0.2, -0.1], [-0.1, 0.3, 0.2], [0.0, -0.6, 0.3], [-0.2, 0.4, 0.1], [0.4, 0.0, -0.7], [0.0, 0.0, 0.0], [0.1, 0.1, 0.0], [-0.1, -0.1, 0.1], [0.0, -0.1, -0.1]], "relative_energy_kcal_mol": 33.5, "max_force_ev_per_a": 4.11, "homo_energy_ev": -3.2, "homo_lumo_gap_ev": 5.18, "total_charge": -1}

---

# 3
{"formula": "C3H5NO2", "method": "wB97M-V/def2-TZVPD", "species": ["C", "N", "C", "O", "C", "O", "H", "H", "H", "H", "H"], "coordinates": [[-1.6355, -0.4042, -1.0792], [-1.2582, 0.3534, 0.0207], [-0.0994, 0.4822, 0.5669], [0.9895, -0.0477, -0.1113], [2.1833, 0.0028, 0.5091], [2.3819, 0.4355, 1.6119], [-2.6148, -0.1489, -1.4656], [-2.0763, -0.3678, 0.3237], [-0.8904, -0.8394, -1.7411], [0.0718, 0.9505, 1.5230], [2.9481, -0.4164, -0.1583]], "atomic_forces_ev_per_a": [[0.1, 0.0, -0.5], [0.2, -0.1, 0.1], [-0.3, 0.0, 0.0], [-0.1, 0.0, 0.0], [0.2, 0.2, 0.4], [-0.1, -0.2, -0.6], [0.1, -0.1, 0.1], [-0.1, 0.1, 0.2], [-0.1, 0.1, 0.1], [-0.1, -0.1, -0.1], [-0.1, 0.0, 0.1]], "relative_energy_kcal_mol": 105.4, "max_force_ev_per_a": 0.60, "homo_energy_ev": [-7.7, -7.7], "homo_lumo_gap_ev": [8.46, 8.46]}

---

# 4
{"formula": "C38H33BrN4O2P2PtS", "method": "wB97M-V/def2-TZVPD", "species": ["Pt", "N", "C", "S", "N", "N", "C", "C", "C", "C", "C", "C", "C", "O", "H", "H", "H", "H", "H", "H", "H", "O", "C", "C", "C", "N", "C", "Br", "C", "H", "H", "H", "H", "C", "P", "C", "C", "C", "C", "C", "C", "C", "C", "C", "C", "C", "C", "P", "C", "C", "C", "C", "C", "C", "C", "C", "C", "C", "C", "C", "H", "H", "H", "H", "H", "H", "H", "H", "H", "H", "H", "H", "H", "H", "H", "H", "H", "H", "H", "H", "H", "H"], "coordinates": [[0.6160, 0.0222, -1.5568], [-0.9171, -3.9080, -2.2613], [-0.3115, -2.7787, -1.8816], [-1.2688, -1.3137, -1.8914], [0.9354, -2.8300, -1.5196], [1.4771, -1.6607, -1.0553], [2.5617, -1.6988, -0.3452], [3.3905, -0.6020, 0.0244], [4.4253, -0.8511, 0.9567], [5.3692, 0.1019, 1.2260], [5.3275, 1.3160, 0.5249], [4.3435, 1.5823, -0.3985], [3.3331, 0.6461, -0.6473], [2.4084, 0.9468, -1.5468], [-1.8539, -3.8992, -2.6235], [-0.4153, -4.7801, -2.2356], [2.8643, -2.7071, -0.0749], [4.4641, -1.8158, 1.4484], [6.1551, -0.0885, 1.9423], [6.0897, 2.0620, 0.7111], [4.3170, 2.5175, -0.9395], [1.5385, 0.2164, -7.6794], [1.4241, 0.0332, -6.3726], [2.1433, -0.9286, -5.6499], [1.9441, -1.0339, -4.2935], [1.0736, -0.2453, -3.6547], [0.4200, 0.6751, -4.3524], [-0.6705, 1.7543, -3.1976], [0.5307, 0.8779, -5.6957], [2.1733, -0.3883, -8.0863], [2.8495, -1.5828, -6.1433], [2.4731, -1.7617, -3.6928], [-0.0169, 1.6458, -6.2222], [0.0318, 0.0080, 2.1750], [0.0332, 0.8911, 0.5698], [-1.5886, 1.6361, 0.2835], [-1.8120, 3.0041, 0.4784], [-3.0680, 3.5421, 0.2402], [-4.1036, 2.7323, -0.2011], [-3.8955, 1.3702, -0.3714], [-2.6513, 0.8215, -0.1184], [1.2025, 2.2600, 0.8252], [1.3175, 3.2591, -0.1471], [2.1281, 4.3573, 0.0633], [2.8549, 4.4706, 1.2437], [2.7813, 3.4710, 2.1971], [1.9647, 2.3666, 1.9903], [-1.1419, -1.0337, 3.2150], [-1.1854, -2.6979, 2.4950], [-0.3798, -3.1296, 1.4512], [-0.3047, -4.4782, 1.1236], [-1.0593, -5.4060, 1.8225], [-1.8805, -4.9838, 2.8615], [-1.9256, -3.6463, 3.2108], [-2.8016, -0.3342, 2.8839], [-3.0676, 0.9386, 3.3936], [-4.3373, 1.4838, 3.3046], [-5.3723, 0.7468, 2.7421], [-5.1224, -0.5256, 2.2499], [-3.8424, -1.0608, 2.3105], [0.0515, 0.9028, 2.8073], [1.0179, -0.4537, 2.2909], [-1.0303, 3.6501, 0.8436], [-3.2357, 4.5974, 0.4083], [-5.0789, 3.1590, -0.3948], [-4.7085, 0.7287, -0.6821], [-2.5150, -0.2463, -0.2167], [0.7568, 3.1945, -1.0693], [2.1922, 5.1305, -0.6907], [3.4826, 5.3356, 1.4114], [3.3544, 3.5454, 3.1113], [1.9463, 1.5998, 2.7487], [0.2127, -2.4030, 0.9109], [0.3566, -4.8019, 0.3307], [-0.9996, -6.4569, 1.5734], [-2.4656, -5.7035, 3.4182], [-2.5308, -3.3369, 4.0558], [-2.2836, 1.5052, 3.8866], [-4.5273, 2.4714, 3.7042], [-6.3721, 1.1587, 2.7048], [-5.9272, -1.1109, 1.8238], [-3.6642, -2.0523, 1.9150]], "atomic_forces_ev_per_a": [[-0.2, 0.0, -0.3], [-0.1, 0.0, -0.1], [0.0, 0.0, 0.0], [0.1, -0.2, 0.0], [0.1, -0.2, 0.0], [0.2, 0.1, 0.4], [-0.1, -0.2, -0.1], [0.0, 0.1, 0.0], [0.0, 0.0, 0.0], [0.0, 0.0, 0.0], [0.0, 0.0, 0.0], [0.0, 0.0, 0.0], [0.0, -0.2, 0.0], [-0.1, 0.2, 0.0], [0.0, 0.0, 0.0], [0.0, 0.0, 0.1], [0.0, 0.0, 0.0], [0.0, 0.0, 0.0], [0.0, 0.0, 0.0], [0.0, 0.0, 0.0], [0.0, 0.0, 0.0], [0.0, 0.0, 0.0], [0.1, -0.1, 0.1], [0.0, 0.0, 0.0], [-0.1, 0.0, -0.1], [-0.1, 0.0, 0.1], [0.1, 0.0, 0.0], [0.3, -0.1, 0.1], [0.0, 0.0, 0.0], [0.0, 0.0, 0.0], [0.0, 0.0, 0.0], [0.0, 0.0, 0.0], [0.0, 0.0, 0.0], [0.1, -0.2, -0.1], [-0.2, 0.1, -0.1], [0.0, 0.1, 0.0], [0.0, -0.1, 0.0], [0.0, 0.0, 0.0], [0.0, 0.0, 0.0], [0.0, 0.0, 0.0], [0.0, 0.0, 0.1], [0.0, 0.0, 0.1], [-0.1, 0.0, 0.0], [0.0, 0.0, 0.0], [0.0, 0.0, 0.0], [0.0, -0.1, 0.0], [0.0, 0.0, -0.1], [-0.2, 0.2, -0.2], [0.0, -0.1, 0.1], [0.0, 0.1, 0.0], [0.0, 0.0, 0.0], [0.0, 0.0, 0.0], [0.0, 0.0, 0.0], [0.0, 0.1, 0.0], [0.0, -0.1, 0.0], [0.0, 0.0, 0.0], [0.0, 0.0, 0.0], [0.0, 0.0, 0.0], [0.0, 0.0, 0.0], [0.0, 0.0, 0.0], [0.1, 0.0, 0.1], [0.0, 0.0, 0.0], [0.1, 0.0, 0.0], [0.0, 0.0, 0.0], [0.0, 0.0, 0.0], [0.0, 0.0, 0.0], [-0.1, 0.2, 0.2], [0.0, 0.0, 0.0], [0.0, 0.0, 0.0], [0.0, 0.0, 0.0], [0.0, 0.0, 0.0], [0.0, 0.0, 0.1], [0.0, 0.0, 0.0], [0.0, 0.0, 0.0], [0.0, 0.0, 0.0], [0.0, 0.0, 0.0], [0.0, 0.0, 0.0], [0.0, 0.0, 0.0], [0.0, 0.0, 0.0], [0.0, 0.0, 0.0], [0.0, 0.0, 0.0], [0.0, 0.0, 0.0]], "relative_energy_kcal_mol": 19.6, "max_force_ev_per_a": 0.50, "homo_energy_ev": -12.6, "homo_lumo_gap_ev": 5.45, "total_charge": 2}

---

Which formula does entry 4 have?
C38H33BrN4O2P2PtS

---

Please write out number 3 again, unchanged.
{"formula": "C3H5NO2", "method": "wB97M-V/def2-TZVPD", "species": ["C", "N", "C", "O", "C", "O", "H", "H", "H", "H", "H"], "coordinates": [[-1.6355, -0.4042, -1.0792], [-1.2582, 0.3534, 0.0207], [-0.0994, 0.4822, 0.5669], [0.9895, -0.0477, -0.1113], [2.1833, 0.0028, 0.5091], [2.3819, 0.4355, 1.6119], [-2.6148, -0.1489, -1.4656], [-2.0763, -0.3678, 0.3237], [-0.8904, -0.8394, -1.7411], [0.0718, 0.9505, 1.5230], [2.9481, -0.4164, -0.1583]], "atomic_forces_ev_per_a": [[0.1, 0.0, -0.5], [0.2, -0.1, 0.1], [-0.3, 0.0, 0.0], [-0.1, 0.0, 0.0], [0.2, 0.2, 0.4], [-0.1, -0.2, -0.6], [0.1, -0.1, 0.1], [-0.1, 0.1, 0.2], [-0.1, 0.1, 0.1], [-0.1, -0.1, -0.1], [-0.1, 0.0, 0.1]], "relative_energy_kcal_mol": 105.4, "max_force_ev_per_a": 0.60, "homo_energy_ev": [-7.7, -7.7], "homo_lumo_gap_ev": [8.46, 8.46]}

---

What is the formula in the first record?
C3H9N2S